[1]
{
  "formula": "C5H11GaO2",
  "method": "wB97M-V/def2-TZVPD",
  "energy_ev": -61807.597,
  "max_force_ev_per_a": 5.0,
  "e_lumo_ev": -11.7,
  "total_charge": 2,
  "symbols": ["C", "C", "H", "H", "H", "H", "H", "O", "C", "C", "O", "C", "Ga", "H", "H", "H", "H", "H", "H"],
  "coordinates": [[1.08143, -1.02700, 0.82523], [1.96783, -1.59231, -0.26821], [1.15152, 0.46233, 0.64246], [1.63422, -0.76913, 1.73695], [1.48647, -1.52457, -1.25231], [2.18160, -2.65008, -0.05759], [2.92624, -1.05944, -0.32279], [-2.25787, 2.38485, -0.19811], [-1.03651, 2.27142, 0.39767], [-0.14489, 1.11647, 0.05493], [-0.61703, -0.15304, 0.11870], [-1.69243, -0.65602, -0.79678], [-2.88960, 0.90839, -0.98637], [-1.09621, 2.22709, 1.50972], [-0.37992, 3.14995, 0.20053], [0.41099, 1.27149, -0.88051], [-2.02615, -1.55671, -0.26655], [-1.13821, -0.98390, -1.68867], [0.43853, -1.81980, 1.23169]]
}

=====

[2]
{
  "formula": "C3H5NO2",
  "method": "wB97M-V/def2-TZVPD",
  "smiles": "CNC(=O)C=O",
  "energy_ev": -8775.485,
  "max_force_ev_per_a": 4.1,
  "e_lumo_ev": 0.1,
  "symbols": ["C", "N", "C", "O", "C", "O", "H", "H", "H", "H", "H"],
  "coordinates": [[-0.98428, 1.40304, -0.07365], [0.12610, 0.51002, 0.10668], [-0.07602, -0.82846, 0.21807], [-1.08936, -1.40707, 0.52837], [1.15460, -1.65262, -0.23073], [2.09226, -1.06069, 0.27160], [-1.90207, 0.94678, 0.29174], [-0.78269, 2.31932, 0.47694], [-1.13646, 1.65119, -1.13003], [1.04523, 0.81917, -0.17465], [1.55268, -2.70067, -0.28435]]
}

=====

[3]
{
  "formula": "C28H33Br2N3O4P",
  "method": "wB97M-V/def2-TZVPD",
  "energy_ev": -191581.174,
  "max_force_ev_per_a": 8.3,
  "e_lumo_ev": -5.3,
  "total_charge": 1,
  "symbols": ["C", "C", "O", "C", "C", "O", "C", "C", "O", "C", "N", "N", "C", "C", "Br", "C", "P", "O", "Br", "C", "C", "C", "C", "N", "C", "C", "H", "H", "H", "H", "H", "H", "H", "H", "H", "H", "H", "H", "H", "H", "H", "H", "H", "H", "H", "H", "H", "C", "C", "C", "C", "C", "C", "H", "H", "H", "H", "H", "H", "C", "C", "C", "C", "C", "C", "H", "H", "H", "H", "H", "H"],
  "coordinates": [[8.91484, 1.04473, 1.62548], [7.52533, 0.34708, 1.10756], [7.17033, -0.90945, 1.84719], [6.27694, -1.61325, 0.91592], [5.07650, -2.48153, 1.60533], [4.61110, -2.02460, 2.91182], [4.14564, -0.63958, 2.92862], [2.81439, -0.33666, 1.98580], [1.55730, -0.49049, 2.76821], [0.41138, 0.13225, 2.06373], [-0.57482, -0.97462, 1.61876], [-0.43707, -2.14690, 2.29695], [-1.34955, -3.26547, 1.95080], [-2.51655, -3.20435, 0.75463], [-3.69637, -4.77125, 0.41268], [-2.58854, -1.74041, -0.05296], [-3.82670, -1.45044, -1.47552], [-4.30534, -2.92882, -2.28643], [-2.83874, -0.28872, -3.22425], [-1.51782, -0.58045, 0.50750], [-1.57738, 0.91156, -0.17341], [-2.76922, 1.97071, 0.16165], [-2.75182, 3.42583, -0.51075], [-1.81652, 4.07112, -1.47166], [-0.75507, 3.06497, -1.75196], [-0.53481, 1.56255, -1.23814], [8.76949, 2.22487, 1.55015], [9.28351, 0.69424, 2.68195], [9.74252, 0.79543, 0.80393], [6.67713, 1.17108, 1.20585], [7.67306, 0.14519, -0.05913], [5.79032, -0.94174, 0.08682], [6.96156, -2.39890, 0.33303], [4.21586, -2.62279, 0.79088], [5.50855, -3.58284, 1.76826], [3.78006, -0.42379, 4.04482], [4.95402, 0.17535, 2.69699], [2.79627, -0.96943, 0.98533], [2.98031, 0.78741, 1.61632], [0.85313, 0.74045, 1.17101], [-0.14263, 0.80839, 2.85913], [-1.28166, -4.29751, 2.54781], [-3.46158, -3.40758, -2.60994], [-3.63339, 1.66104, 0.89902], [-3.64955, 4.14329, -0.17742], [0.06918, 3.46156, -2.52233], [0.39444, 0.93895, -1.61293], [-1.91133, -6.91097, -1.98487], [-1.63597, -5.57326, -2.26681], [-0.92608, -5.23426, -3.41831], [-0.49973, -6.23340, -4.29379], [-0.77840, -7.57085, -4.01371], [-1.48023, -7.91050, -2.85741], [-2.46164, -7.17502, -1.08561], [-1.97421, -4.79429, -1.58808], [-0.70585, -4.19235, -3.63427], [0.04925, -5.96905, -5.19371], [-0.44748, -8.34923, -4.69691], [-1.69235, -8.95294, -2.63673], [-5.18218, 7.08861, -0.82935], [-4.51152, 7.04536, 0.39258], [-5.03162, 7.71694, 1.49860], [-6.22880, 8.42431, 1.38500], [-6.90138, 8.46440, 0.16397], [-6.37641, 7.80050, -0.94444], [-4.77475, 6.56792, -1.69197], [-3.58222, 6.48844, 0.48277], [-4.50534, 7.68861, 2.44883], [-6.63681, 8.94368, 2.24807], [-7.83518, 9.01435, 0.07604], [-6.89781, 7.83654, -1.89693]]
}

=====

[4]
{
  "formula": "C18H49BeN4O8",
  "method": "wB97M-V/def2-TZVPD",
  "energy_ev": -42179.873,
  "max_force_ev_per_a": 4.7,
  "e_lumo_ev": [-7.1, -10.4],
  "spin_multiplicity": 2,
  "total_charge": 2,
  "symbols": ["Be", "O", "C", "O", "O", "H", "C", "C", "C", "O", "C", "N", "H", "H", "H", "H", "H", "H", "H", "H", "H", "H", "H", "C", "C", "C", "O", "C", "N", "H", "H", "H", "H", "H", "H", "H", "H", "H", "H", "H", "C", "C", "C", "O", "C", "N", "H", "H", "H", "H", "H", "H", "H", "H", "H", "H", "H", "C", "C", "C", "O", "C", "N", "H", "H", "H", "H", "H", "H", "H", "H", "H", "H", "H", "C", "O", "H", "H", "H", "H"],
  "coordinates": [[-2.28842, -0.88516, 2.50377], [0.28757, 1.41972, -0.34979], [-0.51025, 0.88464, 0.64773], [-0.97774, 1.54237, 1.56734], [-0.85546, -0.30146, 0.57751], [0.07334, 2.33054, -0.13500], [-3.94559, -3.58331, -0.94553], [-3.43088, -2.43643, -0.13303], [-4.32058, -1.20162, 0.17557], [-3.89123, -0.15424, 0.91068], [-4.79380, 0.97402, 0.74281], [-2.92004, -3.12269, 1.07159], [-4.84534, -4.11581, -0.63735], [-3.16507, -4.34271, -0.99255], [-4.14156, -3.39542, -2.00117], [-2.53218, -2.07650, -0.63392], [-5.22242, -1.57642, 0.65964], [-4.71564, -0.84983, -0.77746], [-4.39332, 1.80032, 1.33013], [-5.81553, 0.73851, 1.04061], [-4.80275, 1.33280, -0.28642], [-2.13656, -3.69098, 0.78296], [-3.62087, -3.69295, 1.52294], [1.57382, -0.07676, 5.10310], [0.52350, -0.64201, 4.17132], [0.28291, -2.16291, 4.36724], [-0.86005, -2.58999, 3.53372], [-1.26163, -3.93583, 3.94540], [-0.75288, -0.01743, 4.35572], [1.96600, 0.83175, 4.64603], [2.41217, -0.73552, 5.32965], [1.12769, 0.05569, 6.08876], [0.85207, -0.53117, 3.13796], [0.11669, -2.24304, 5.44152], [1.17594, -2.71441, 4.07325], [-1.83904, -3.78127, 4.85690], [-0.47624, -4.68914, 4.00694], [-1.99166, -4.41811, 3.29536], [-0.67117, 0.97126, 4.16620], [-0.71847, -0.00883, 5.36510], [1.08312, -3.13433, -5.98001], [2.35803, -2.48399, -5.32581], [2.56863, -2.55697, -3.72890], [1.42799, -1.88782, -3.23716], [1.49380, -1.26832, -1.97474], [3.47697, -3.06585, -6.06944], [0.98807, -4.21796, -6.04938], [1.11495, -2.89453, -7.04283], [0.16325, -2.66189, -5.63538], [2.16965, -1.44142, -5.58206], [3.36167, -1.83234, -3.54424], [2.57927, -3.54722, -3.27348], [0.56319, -0.82398, -1.62172], [2.17477, -0.41736, -1.99050], [1.79753, -2.01493, -1.24097], [3.25530, -3.16982, -7.04931], [4.26894, -2.43986, -6.03744], [3.75188, 2.28258, -0.66542], [3.15500, 3.68462, -0.53159], [3.23986, 4.13573, 0.94606], [3.01007, 5.43408, 1.23326], [1.81458, 5.96171, 0.76572], [4.01919, 4.57018, -1.35170], [3.48667, 1.90165, -1.65165], [3.28290, 1.61342, 0.05596], [4.83863, 2.31199, -0.58662], [2.14010, 3.72896, -0.92669], [4.21559, 3.93197, 1.38714], [2.58157, 3.49805, 1.53606], [0.93512, 5.34035, 0.93463], [1.85466, 6.12017, -0.31196], [1.57174, 6.94926, 1.15800], [3.80390, 5.51455, -1.06545], [4.94849, 4.50977, -0.96074], [-2.47770, 3.26678, -0.80401], [-2.58124, 3.32530, -2.22985], [-2.53317, 2.23673, -0.45185], [-1.55943, 3.77758, -0.51423], [-3.39318, 3.80948, -0.56850], [-3.44566, 3.04398, -2.53842]]
}

=====

[5]
{
  "formula": "C34H44AuN2O5",
  "method": "wB97M-V/def2-TZVPD",
  "energy_ev": -52882.633,
  "max_force_ev_per_a": 2.3,
  "e_lumo_ev": [2.6, 2.3],
  "spin_multiplicity": 3,
  "total_charge": -1,
  "symbols": ["Au", "O", "C", "O", "C", "C", "C", "C", "C", "O", "C", "C", "O", "O", "H", "H", "H", "H", "H", "H", "H", "H", "C", "C", "C", "C", "C", "C", "C", "C", "C", "C", "C", "C", "N", "C", "C", "N", "C", "C", "C", "C", "C", "C", "C", "C", "C", "C", "C", "C", "H", "H", "H", "H", "H", "H", "H", "H", "H", "H", "H", "H", "H", "H", "H", "H", "H", "H", "H", "H", "H", "H", "H", "H", "H", "H", "H", "H", "H", "H", "H", "H", "H", "H", "H", "H"],
  "coordinates": [[0.49287, -0.32826, 0.51681], [0.54873, -2.37930, 3.97742], [-0.05696, -1.80435, 3.09492], [0.08777, -2.02361, 1.79631], [-1.20387, -0.88881, 3.55314], [-2.34245, -0.57363, 2.52311], [-3.63330, -0.23432, 3.41756], [-3.26054, 1.17621, 3.87894], [-1.88585, 1.41490, 3.27304], [-1.97842, 0.73022, 2.03844], [-0.78182, 0.55953, 3.98557], [0.48887, 1.22391, 3.48737], [1.01670, 2.09876, 4.18281], [0.89247, 0.95557, 2.27151], [-1.66813, -1.35155, 4.43891], [-2.42911, -1.22881, 1.66538], [-3.74933, -0.95179, 4.24636], [-4.48021, -0.14544, 2.70332], [-3.24616, 1.26614, 4.96670], [-3.97941, 1.87375, 3.53990], [-1.59555, 2.46174, 3.05845], [-0.79147, 0.75376, 5.08310], [2.88532, 3.42996, -1.13826], [2.21856, 3.07150, 0.24202], [2.97409, 3.66079, 1.41303], [0.73913, 3.35787, 0.21766], [0.23279, 4.60271, 0.64333], [-1.04143, 5.00529, 0.35899], [-1.92334, 4.19465, -0.33944], [-1.53452, 2.87820, -0.67909], [-2.59815, 2.02076, -1.36154], [-2.69295, 2.43107, -2.83555], [-2.59258, 0.52990, -1.20802], [-0.19501, 2.53039, -0.44847], [0.36242, 1.26418, -0.84413], [0.58307, 0.87529, -2.09995], [0.93863, -0.46063, -2.37632], [0.97006, -1.30861, -1.39099], [1.25983, -2.68419, -1.58055], [0.23661, -3.53548, -1.99144], [0.54246, -4.83957, -2.38036], [1.81833, -5.27516, -2.15281], [2.82107, -4.52578, -1.57810], [2.53623, -3.20076, -1.27838], [3.70633, -2.38103, -0.72765], [3.91722, -0.95403, -1.22452], [3.62894, -2.42987, 0.81841], [-1.17415, -3.03321, -2.08884], [-2.02573, -3.66846, -1.04943], [-1.76205, -3.16246, -3.50093], [3.86446, 2.95145, -1.22688], [2.95413, 4.50914, -1.28327], [2.28802, 3.15737, -2.00970], [2.27580, 1.99069, 0.35395], [2.56220, 4.67032, 1.62189], [4.02632, 3.83333, 1.26102], [2.85738, 3.05254, 2.30730], [0.89292, 5.29757, 1.17130], [-1.34712, 5.98640, 0.67387], [-2.93222, 4.55766, -0.37670], [-3.49862, 2.37909, -0.91108], [-1.71172, 2.32458, -3.35900], [-2.97365, 3.49243, -2.96250], [-3.47707, 1.72270, -3.25768], [-2.13275, -0.00120, -2.05413], [-3.61856, 0.10583, -1.04709], [-2.02480, 0.18870, -0.34576], [0.37849, 1.62366, -2.87580], [1.32202, -0.76045, -3.36892], [-0.26021, -5.47090, -2.73262], [2.02179, -6.32881, -2.20790], [3.78278, -4.97467, -1.26334], [4.56293, -2.98559, -1.08641], [3.32694, -0.23179, -0.66834], [3.74416, -0.80229, -2.28021], [4.94695, -0.73272, -0.95408], [2.67377, -2.07676, 1.17995], [4.47667, -1.93584, 1.29787], [3.64343, -3.48556, 1.04374], [-1.10305, -1.95118, -1.91664], [-2.07445, -4.76238, -1.22662], [-3.05502, -3.27005, -1.04613], [-1.69891, -3.47068, -0.02029], [-2.04647, -4.21613, -3.69620], [-1.21273, -2.74183, -4.29152], [-2.70984, -2.64256, -3.55979]]
}

=====

[6]
{
  "formula": "C5H15N2O2",
  "method": "wB97M-V/def2-TZVPD",
  "energy_ev": -12496.833,
  "max_force_ev_per_a": 3.0,
  "e_lumo_ev": -3.4,
  "total_charge": 1,
  "symbols": ["N", "C", "C", "N", "C", "C", "C", "O", "H", "H", "H", "H", "H", "H", "H", "H", "H", "H", "H", "H", "H", "H", "H", "O"],
  "coordinates": [[-2.60315, -1.58217, 1.26502], [-1.18013, -1.35332, 1.00604], [-1.21805, 0.06754, 0.25839], [-0.14102, 0.29356, -0.50650], [2.28056, 0.60027, 0.25812], [1.19026, -0.28707, -0.38101], [1.58254, -0.86590, -1.72393], [-2.27730, 0.65426, 0.27196], [-3.08521, -0.65631, 1.16137], [-3.03062, -2.20618, 0.57908], [-2.88076, -1.93729, 2.18294], [-0.58355, -1.98698, 0.36221], [-0.64710, -1.14218, 1.93912], [-0.03891, 1.27887, -0.78631], [2.45061, 0.62980, 1.36172], [2.08520, 1.68747, 0.26303], [3.29831, 0.45161, -0.09491], [1.22241, -1.02079, 0.44407], [2.42679, -1.55923, -1.76501], [1.88765, -0.11936, -2.46497], [0.66935, -1.35424, -2.10335], [-1.14663, 3.32744, -0.13535], [0.16758, 3.90026, -0.60005], [-0.42882, 3.17994, -0.79168]]
}